Record 1
Formula: C15H24MgN7O4S
Source: OMol25
Level of theory: wB97M-V/def2-TZVPD

Geometry as XYZ:
```
52
Properties=species:S:1:pos:R:3:forces:R:3
Mg 0.26141 -1.04412 -0.86191 0.2 -0.1 -0.6
N 0.84653 -2.62311 -2.27387 0.0 -0.2 0.0
C 1.02489 -3.88489 -1.52937 0.0 0.0 0.0
C 1.76354 -3.60462 -0.22374 0.0 0.1 0.0
N 1.19344 -2.45089 0.49761 0.0 -0.2 0.2
C 0.14836 -2.76505 1.49528 0.0 0.0 0.0
C -1.19395 -3.08263 0.84925 0.0 -0.1 0.0
N -1.55800 -2.05532 -0.15273 -0.1 0.2 0.1
H 1.70412 -2.35856 -2.75159 0.0 0.0 0.1
H 0.16030 -2.74013 -3.01288 0.0 0.0 0.0
H 0.03433 -4.29281 -1.33477 0.0 0.0 0.0
H 1.57396 -4.63707 -2.09966 0.0 0.0 0.0
H 1.78096 -4.50361 0.39930 0.0 0.0 0.0
H 2.79963 -3.35379 -0.46156 0.0 0.0 0.0
H 1.94316 -1.99148 1.00086 0.0 0.1 0.0
H 0.44744 -3.60110 2.13428 0.0 0.0 0.0
H 0.04465 -1.88000 2.12473 0.0 0.0 0.0
H -1.16095 -4.05117 0.35088 0.0 0.0 0.0
H -1.94572 -3.16033 1.63715 0.0 0.0 0.0
H -2.30989 -2.40287 -0.73835 0.0 0.0 0.0
H -1.94530 -1.24048 0.32736 0.0 0.0 0.0
C 4.90582 2.13987 -1.29433 0.0 0.0 0.0
C 3.67076 2.03723 -2.10494 0.0 0.1 -0.1
N 3.38345 2.74078 -3.15317 0.0 0.0 0.1
N 2.15872 2.29210 -3.54058 0.0 0.0 0.0
C 1.67286 1.31499 -2.76992 0.0 -0.1 0.0
S 0.19023 0.52225 -2.94522 0.0 -0.1 0.0
N 2.65442 1.14122 -1.84735 -0.1 0.0 0.0
N 2.57672 0.20849 -0.80261 -0.2 0.2 0.0
H 5.48356 2.98624 -1.65523 0.0 0.0 0.0
H 5.51759 1.24073 -1.38854 0.0 0.0 0.0
H 4.67089 2.30139 -0.24148 0.0 0.0 0.0
H 1.68535 2.71036 -4.32436 0.0 0.0 0.0
H 3.49908 0.14913 -0.38284 0.0 -0.1 -0.1
H 1.93061 0.59802 -0.09684 0.1 0.0 0.1
O 0.77521 1.72913 1.96976 0.1 0.0 0.1
C -0.10472 1.24845 1.27757 0.0 0.1 -0.1
O 0.13051 0.32992 0.38523 -0.2 0.2 0.3
C -1.53083 1.69899 1.39279 0.0 0.0 0.1
C -2.42810 1.52118 0.34762 0.0 0.0 -0.1
C -3.75878 1.94903 0.43977 0.1 0.0 0.0
C -4.12895 2.54557 1.61779 0.0 0.0 0.0
O -5.34915 3.03352 1.96292 0.0 0.0 0.0
C -5.19701 3.60931 3.26585 0.0 0.0 0.0
O -3.86227 3.34738 3.70168 -0.1 0.0 0.0
C -3.23147 2.73475 2.66101 0.0 0.0 0.0
C -1.92588 2.33554 2.58070 0.0 0.0 0.0
H -2.07282 1.09884 -0.58573 0.0 0.0 0.0
H -4.45635 1.83792 -0.37783 0.0 0.0 0.0
H -5.90151 3.13838 3.95081 0.0 0.0 0.0
H -5.35621 4.68707 3.20384 0.0 0.0 0.0
H -1.21462 2.49626 3.37736 0.0 0.0 0.0
```
Forces are in eV/Å.

Kohn-Sham gap	7.693	eV
E	-1868.4736	Ha
spin multiplicity	1
energy above the lowest of the compared OMol25 structures with the same formula, charge and spin	12.9	kcal/mol
net charge	+1

=====

Record 2
Formula: C15H24N2O
Source: OMol25
Level of theory: wB97M-V/def2-TZVPD

Geometry as XYZ:
```
42
Properties=species:S:1:pos:R:3:forces:R:3
C -5.76565 -0.89397 -0.57944 0.1 0.2 0.0
C -4.56180 0.04052 -0.58937 0.0 -0.3 0.1
C -3.25734 -0.72204 -0.36641 0.1 0.3 -0.2
C -2.00797 0.15461 -0.46800 -0.1 -0.1 0.3
C -1.86349 1.13238 0.69667 0.1 0.2 -0.3
C -0.63216 2.03205 0.58014 0.0 -0.3 0.2
C 0.68586 1.27094 0.70028 -0.1 0.4 0.0
C 1.88655 2.21272 0.72255 0.0 -0.3 0.0
C 3.20599 1.46030 0.94409 0.1 0.4 -0.1
C 3.47214 0.50762 -0.18047 0.4 1.1 0.1
N 4.00785 0.82071 -1.29387 0.2 -0.4 -0.6
O 4.37191 2.15550 -1.45099 -0.2 0.0 0.5
C 3.07801 -0.89855 -0.02366 -0.1 -0.8 -0.3
C 3.06444 -1.77616 -1.11137 0.0 0.0 0.1
C 2.66953 -3.08445 -0.90578 0.0 0.1 0.1
C 2.29966 -3.48102 0.37140 0.0 0.1 0.0
C 2.34930 -2.53625 1.38553 -0.1 -0.5 0.0
N 2.72494 -1.28665 1.19969 0.1 0.5 0.0
H -5.67842 -1.63857 -1.36803 0.0 -0.1 -0.1
H -6.68634 -0.33615 -0.73485 -0.1 0.0 0.0
H -5.83618 -1.41367 0.37380 -0.1 -0.1 0.1
H -4.51430 0.56023 -1.54922 0.0 0.1 0.0
H -4.68976 0.79276 0.19052 0.0 0.1 0.0
H -3.18854 -1.51490 -1.11597 0.0 -0.1 0.0
H -3.28198 -1.20032 0.61573 0.0 -0.1 0.0
H -1.13321 -0.49822 -0.49519 0.1 0.0 -0.1
H -2.03523 0.71311 -1.40689 0.1 0.0 -0.1
H -1.80917 0.56997 1.63192 -0.1 0.0 0.1
H -2.74918 1.76889 0.74250 -0.1 0.0 0.1
H -0.65985 2.56038 -0.37603 0.0 0.1 0.0
H -0.67571 2.78425 1.37231 0.0 0.1 0.0
H 0.68100 0.67542 1.61595 0.0 -0.1 0.0
H 0.78975 0.58254 -0.14017 0.0 -0.1 0.0
H 1.76370 2.94106 1.52743 0.0 0.1 0.0
H 1.94074 2.76304 -0.21935 0.0 0.1 0.0
H 4.02294 2.18434 0.98394 0.0 -0.1 0.1
H 3.15756 0.89851 1.87599 0.1 0.1 0.0
H 4.79475 2.18279 -2.32043 -0.2 -0.2 0.2
H 3.35715 -1.41452 -2.08314 0.0 0.0 -0.1
H 2.64662 -3.78630 -1.72732 0.0 0.0 -0.1
H 1.98227 -4.49195 0.57428 0.0 -0.1 0.0
H 2.07360 -2.79094 2.40121 0.0 -0.1 0.0
```
Forces are in eV/Å.

Kohn-Sham gap	9.517	eV
E	-770.6753	Ha
SMILES	CCCCCCCCC/C(=N\O)c1ccccn1
spin multiplicity	1
energy above the lowest of the compared OMol25 structures with the same formula, charge and spin	50.3	kcal/mol
net charge	0